[1]
Density functional theory data (the ωB97M-V functional and the def2-TZVPD basis) for 2 unconnected molecules or ions with the total composition C3H11NO3 at a distorted geometry.

As for the spin multiplicity: 1. As for the SMILES: OCCNCO.O. The value obtained for the highest occupied orbital energy is -9.54 eV. Its frontier orbital gap is 10.3 eV.

```
18
C3H11NO3 | OMol25 | the ωB97M-V functional and the def2-TZVPD basis
C 0.59 -0.28 -1.32
C 0.69 -0.96 0.04
O 0.56 -0.22 1.26
N -0.79 -0.11 -1.84
C -1.56 1.02 -1.45
O -2.28 0.96 -0.15
H 1.16 0.61 -1.49
H 1.25 -0.95 -1.98
H 1.61 -1.60 0.19
H -0.01 -1.82 -0.13
H -0.19 0.25 1.14
H -1.19 -1.04 -1.88
H -0.86 1.98 -1.29
H -2.37 1.26 -2.18
H -3.03 0.40 -0.19
H 1.46 0.49 3.55
H 2.80 -0.27 3.61
O 2.18 0.27 4.09
```

[2]
Density functional theory data (the ωB97M-V functional and the def2-TZVPD basis) for a molecular structure, C25H18AsClN4PdS at a distorted geometry.

As for the spin multiplicity: 1. The value obtained for the highest occupied orbital energy (spin up / spin down) is -14.50 / -14.50 eV. The charge is +2. Its frontier orbital gap (spin up / spin down) is 3.7 / 3.7 eV.

```
51
C25H18AsClN4PdS | OMol25 | the ωB97M-V functional and the def2-TZVPD basis
Pd 0.26 -0.34 -0.71
S -0.79 1.28 -1.81
C 0.29 2.29 -2.63
C -0.23 3.44 -3.29
C 0.64 4.31 -3.89
C 2.03 4.08 -3.85
C 2.56 2.93 -3.22
C 1.70 2.04 -2.63
As 2.21 0.40 -1.80
C 2.32 -0.93 -3.17
C 1.87 -0.67 -4.46
C 1.87 -1.69 -5.40
C 2.32 -2.96 -5.04
C 2.77 -3.21 -3.75
C 2.76 -2.20 -2.80
C 3.89 0.56 -0.93
C 3.95 1.22 0.30
C 5.18 1.38 0.91
C 6.33 0.88 0.31
C 6.26 0.23 -0.92
C 5.03 0.07 -1.55
H -1.30 3.63 -3.29
H 0.26 5.20 -4.39
H 2.70 4.78 -4.32
H 3.63 2.77 -3.20
H 1.53 0.32 -4.75
H 1.54 -1.50 -6.41
H 2.33 -3.75 -5.78
H 3.12 -4.20 -3.48
H 3.12 -2.39 -1.80
H 3.06 1.61 0.77
H 5.25 1.89 1.86
H 7.29 1.01 0.79
H 7.16 -0.14 -1.39
H 4.98 -0.44 -2.51
N 1.26 -1.33 0.69
C 1.82 -1.80 1.67
N 2.28 -2.22 2.69
C 3.46 -2.90 2.73
N 4.43 -3.43 2.77
Cl -2.92 -4.84 0.22
C -2.85 -3.14 0.31
C -3.93 -2.39 0.76
C -3.81 -1.01 0.81
C -2.63 -0.42 0.42
N -1.59 -1.15 -0.02
C -1.69 -2.48 -0.07
H -4.85 -2.89 1.06
H -4.62 -0.39 1.16
H -2.50 0.65 0.46
H -0.84 -3.05 -0.43
```

[3]
Density functional theory data (the ωB97M-V functional and the def2-TZVPD basis) for 14 unconnected molecules or ions with the total composition C6H41N2O13 at a distorted geometry.

As for the spin multiplicity: 1. The value obtained for the highest occupied orbital energy is -10.92 eV. The charge is +1. Its frontier orbital gap is 8.4 eV.

```
62
C6H41N2O13 | OMol25 | the ωB97M-V functional and the def2-TZVPD basis
C -0.67 -0.12 3.47
C 0.50 -0.93 2.94
C 0.79 -0.63 1.40
N 2.55 2.58 0.42
C 2.15 1.42 1.10
C 1.00 0.74 0.92
C -0.11 1.32 0.14
N -0.21 1.30 3.71
H -1.55 -0.21 2.85
H -1.05 -0.54 4.42
H 1.41 -0.45 3.32
H 0.46 -2.01 3.05
H 1.66 -1.24 1.14
H -0.10 -1.15 0.97
H 3.20 3.11 0.99
H 1.94 3.21 -0.12
H 3.02 1.04 1.63
H -0.24 2.42 0.07
H -1.10 0.97 0.23
H 0.01 1.18 -0.96
H 0.31 1.65 2.89
H 0.26 1.41 4.61
H -0.99 1.98 3.83
H 3.16 2.04 4.48
H 2.96 0.71 3.94
O 2.42 1.47 4.20
H -3.59 0.07 -3.84
H -2.77 -0.86 -3.08
O -2.65 -0.07 -3.66
H -1.14 -4.15 1.59
H 0.06 -3.23 1.45
O -0.76 -3.36 1.99
H 0.43 -3.35 -0.74
H 1.65 -4.14 -0.35
O 0.84 -3.78 0.03
H 0.24 3.16 -2.01
H 0.91 4.53 -2.04
O 0.69 3.80 -1.44
H -2.09 -0.14 0.41
H -2.05 -1.43 1.22
O -2.63 -0.92 0.64
H 1.23 -4.31 -2.69
H 0.02 -5.27 -2.77
O 0.68 -4.91 -2.17
H 3.06 1.07 -1.05
H 2.55 -0.13 -1.95
O 3.11 0.65 -1.93
H -2.91 2.71 1.50
H -3.72 2.81 2.77
O -2.81 2.74 2.46
H 1.61 -1.99 -3.80
H 0.44 -0.94 -4.08
O 0.96 -1.44 -3.35
H -1.77 3.00 -2.81
H -1.89 1.45 -3.15
O -1.28 2.20 -3.01
H -1.64 -1.83 -2.28
H -2.38 -1.61 -0.96
O -2.48 -2.05 -1.83
H -0.10 0.75 -4.70
H -1.29 -0.18 -4.93
O -0.32 -0.12 -5.07
```

[4]
Density functional theory data (the ωB97M-V functional and the def2-TZVPD basis) for a molecular structure, C3H8N2O at a distorted geometry.

As for the spin multiplicity: 1. The value obtained for the highest occupied orbital energy (spin up / spin down) is -8.68 / -8.68 eV. Its frontier orbital gap (spin up / spin down) is 8.2 / 8.2 eV.

```
14
C3H8N2O | OMol25 | the ωB97M-V functional and the def2-TZVPD basis
C 0.61 -0.58 1.81
C 0.53 -0.88 0.31
O -0.55 -1.45 -0.12
H 1.48 -1.33 -0.03
H 1.51 0.01 2.03
H 0.67 -1.52 2.36
H -0.28 -0.03 2.12
N -1.52 0.72 -1.75
C 0.41 0.94 -0.62
N -0.96 1.10 -0.64
H -2.54 0.72 -1.70
H -1.17 -0.15 -2.16
H 0.89 0.75 -1.58
H 0.93 1.70 -0.02
```

Quick rundown of calculated total energy, same order as above: -401.31689; -4403.84792; -1340.58092; -303.72282 Ha